w:
C8H16Br4O4Sr | wB97M-V/def2-TZVPD

```
! wB97M-V def2-TZVPD RIJCOSX def2/J DEFGRID3
* xyz -2 1
C -7.019 -7.940 -0.184
H -8.862 -5.214 0.130
Br -8.615 -11.492 -0.917
H -11.629 -4.496 1.207
H -13.293 -9.344 -1.457
C -6.840 -12.186 -0.550
C -6.515 -13.162 -1.633
C -10.606 -4.837 1.325
H -6.263 -7.234 -0.603
H -9.512 -3.562 -0.023
O -12.343 -7.154 -3.798
C -6.849 -8.185 1.307
H -7.104 -7.208 1.796
C -12.458 -8.982 -2.138
O -7.723 -9.112 1.851
Br -10.706 -5.214 -1.510
C -13.068 -7.763 -2.852
Br -10.680 -6.723 1.677
H -6.373 -12.646 -2.578
C -9.772 -4.615 0.079
Br -4.881 -14.126 -1.201
H -12.393 -9.813 -2.887
H -6.164 -11.336 -0.575
H -7.307 -13.890 -1.775
H -13.352 -7.038 -2.026
O -11.301 -8.773 -1.434
Sr -9.814 -9.210 0.552
H -10.124 -4.348 2.171
H -6.875 -12.606 0.448
H -6.743 -8.925 -0.679
H -14.066 -8.122 -3.266
O -8.263 -7.634 -0.668
H -5.784 -8.356 1.574
*
```

Gap between HOMO and LUMO, eV: 2.65
Highest occupied orbital energy, hartree: 0.036
LUMO level, eV: 3.623


x:
C8H16Br4O4Sr | wB97M-V/def2-TZVPD

```
! wB97M-V def2-TZVPD RIJCOSX def2/J DEFGRID3
* xyz -2 1
H 3.793 -0.527 1.743
Br 1.024 1.085 3.344
H 1.737 -0.656 5.055
O -0.398 1.142 -0.803
H -2.381 1.636 -1.185
C 3.517 -0.605 0.692
C 1.400 -0.680 4.019
H 2.271 -0.933 3.415
C -1.549 2.067 -0.628
Br -0.987 -1.450 -3.085
H -2.306 -0.049 -4.706
H 0.478 -2.531 4.114
H 4.342 -0.183 0.117
C -2.160 -0.015 -3.627
H -1.331 3.915 -1.890
Br -0.656 -1.664 1.940
O -0.399 4.269 -0.225
H 4.217 -2.156 -0.727
C -1.497 3.679 -0.838
H -4.124 0.563 -3.035
C 3.548 -2.117 0.133
O 2.406 -2.837 -0.264
H -3.248 -0.482 -1.909
H -1.907 1.984 0.398
Sr 0.482 -1.230 -0.693
C 0.106 -1.541 3.849
H 3.975 -2.791 0.876
H -0.671 -1.088 4.465
C -3.488 -0.319 -2.959
Br -4.383 -1.784 -3.948
H -1.727 0.977 -3.494
H -2.486 4.105 -0.672
O 2.402 0.218 0.527
*
```

Gap between HOMO and LUMO, eV: 2.76
Highest occupied orbital energy, hartree: 0.033
LUMO level, eV: 3.663


Short version: w, x, most stable first.